#w
C2H10NS | the ωB97M-V functional and the def2-TZVPD basis

Last columns: bonded neighbours and bond lengths (Å).
CARTESIAN COORDINATES (ANGSTROEM)
1 H -1.72426 -1.12074 -0.51758  S9 1.331
2 H 0.39165 3.10496 -2.01622  N10 1.042
3 H -0.34292 -1.01182 2.29232  C12 1.235
4 H -0.90484 3.42054 -1.02180  N10 1.042
5 H 0.69332 2.83390 -0.26472  N10 1.056
6 H 1.41217 -1.46203 -0.18623  C7 1.104
7 C 0.52847 -1.66455 0.44294  H6 1.104, H8 1.090, S9 2.018, C12 1.571
8 H 0.13292 -2.67374 0.32495  C7 1.090
9 S -0.63422 -0.35794 -0.56403  H1 1.331, C7 2.018
10 N 0.00991 2.92266 -1.06432  H2 1.042, H4 1.042, H5 1.056, H14 1.008
11 H 1.32263 -0.30591 2.14136  C12 1.096
12 C 0.81306 -1.25312 1.93169  H3 1.235, C7 1.571, H11 1.096, H13 1.089
13 H 1.10941 -1.94432 2.71952  C12 1.089
14 H -0.06112 1.93359 -1.24458  N10 1.008

Results
spin multiplicity	1
LUMO energy	-4.25	eV
net charge	+1
HOMO-LUMO gap	8.8	eV
E_HOMO	-13.0630	eV

Here are the Löwdin charges for atoms 1 to 4, given in e: number 1, H, carries -0.16; number 2, H, carries 0.17; number 3, H, carries 0.11; number 4, H, carries 0.18



#x
C2H10NS | the ωB97M-V functional and the def2-TZVPD basis

Last columns: bonded neighbours and bond lengths (Å).
CARTESIAN COORDINATES (ANGSTROEM)
1 H 0.37578 1.05940 1.88186  C11 1.089
2 H 2.44650 -0.99026 -1.76660  N9 1.020
3 C -2.06325 0.44838 0.07047  H4 1.082, H7 1.087, S12 1.814, H13 1.083
4 H -1.95109 1.51937 0.17459  C3 1.082
5 H 1.26663 0.01705 -1.10377  N9 1.068
6 H -0.67653 -0.26125 2.44346  C11 1.083
7 H -2.58547 0.21070 -0.85289  C3 1.087
8 H 0.97461 -0.60345 1.94362  C11 1.081
9 N 2.25523 -0.02342 -1.50506  H2 1.020, H5 1.068, H10 1.019, H14 1.023
10 H 2.91059 0.27964 -0.78557  N9 1.019
11 C 0.10748 0.01227 1.74854  H1 1.089, H6 1.083, H8 1.081, S12 1.808
12 S -0.43944 -0.36085 0.06651  C3 1.814, C11 1.808
13 H -2.59774 0.03356 0.91644  C3 1.083
14 H 2.33405 0.60776 -2.30628  N9 1.023

Results
spin multiplicity	1
LUMO energy	-3.83	eV
net charge	+1
HOMO-LUMO gap	9.1	eV
E_HOMO	-12.9511	eV

Here are the Löwdin charges for atoms 1 to 4, given in e: number 1, H, carries 0.05; number 2, H, carries 0.15; number 3, C, carries -0.36; number 4, H, carries 0.04



Quick one: least stable of them? #w



#w
C4H10N2S2 | the ωB97M-V functional and the def2-TZVPD basis

Last columns: bonded neighbours and bond lengths (Å).
CARTESIAN COORDINATES (ANGSTROEM)
1 H -4.22873 -0.68246 -0.25892  S18 1.306
2 H 1.08024 -2.02813 -1.43127  C10 1.077
3 H 1.70988 1.25037 -1.51667  C9 1.077
4 H -0.01906 0.74822 2.63934  C6 1.104
5 H -0.05435 1.07246 -1.96513  C9 1.092
6 C 0.34049 0.82836 1.59813  H4 1.104, H14 1.120, H16 1.121, N17 1.435
7 H -0.16784 -1.02217 -2.24876  C10 1.092
8 H -0.65753 -1.88158 -0.97722  C10 1.067
9 C 0.70378 1.06589 -1.17866  H3 1.077, H5 1.092, N11 1.443, H15 1.039
10 C 0.22890 -1.38182 -1.29765  H2 1.077, H7 1.092, H8 1.067, N11 1.534
11 N 0.60781 -0.16930 -0.43809  C9 1.443, C10 1.534, N17 1.321
12 S -2.72072 1.52973 0.60460  C13 1.603
13 C -2.22827 0.00482 0.57999  S12 1.603, S18 1.708
14 H -0.32381 1.66512 1.26257  C6 1.120
15 H 0.59315 1.82782 -0.48115  C9 1.039
16 H 1.40410 1.14591 1.75672  C6 1.121
17 N 0.08746 -0.31322 0.76705  C6 1.435, N11 1.321
18 S -3.11854 -1.32644 -0.01483  H1 1.306, C13 1.708

Results
spin multiplicity	1
LUMO energy (spin up / spin down)	-0.14 / 0.24	eV
net charge	0
HOMO-LUMO gap (spin up / spin down)	7.0 / 7.5	eV
E_HOMO (spin up / spin down)	-7.1109 / -7.2842	eV

Here are the Löwdin charges for atoms 1 to 4, given in e: number 1, H, carries -0.16; number 2, H, carries 0.08; number 3, H, carries 0.09; number 4, H, carries 0.08



#x
C4H10N2S2 | the ωB97M-V functional and the def2-TZVPD basis

Last columns: bonded neighbours and bond lengths (Å).
CARTESIAN COORDINATES (ANGSTROEM)
1 C 1.37820 0.13451 1.55049  C8 1.573, H15 1.281
2 H 0.68685 1.27080 -1.53605  C9 1.272
3 N -1.04747 0.38437 -0.39796  C9 1.516, N13 1.439, C16 1.320
4 S 1.93084 -0.82565 -1.22108  C8 1.947, H11 1.526
5 H -2.74811 -0.06277 -1.13911  N13 0.958
6 H -0.11816 2.32116 0.21833  C9 1.182
7 H -1.01756 2.04278 -1.36893  C9 1.103
8 C 0.88779 -0.84514 0.42231  C1 1.573, S4 1.947, C16 1.428, H18 1.080
9 C -0.22988 1.61790 -0.72473  H2 1.272, N3 1.516, H6 1.182, H7 1.103
10 H -2.96172 -0.12759 0.33530  N13 1.096
11 H 1.57080 -2.27029 -1.55661  S4 1.526
12 S -1.26139 -2.38131 -0.18019  C16 1.840
13 N -2.48130 0.50766 -0.41728  N3 1.439, H5 0.958, H10 1.096
14 H 1.32871 -0.75759 2.83528  no bonds
15 H 0.58254 1.08772 1.23564  C1 1.281
16 C -0.47897 -0.72861 0.02702  N3 1.320, C8 1.428, S12 1.840
17 H 2.82262 0.48669 1.22208  no bonds
18 H 1.15621 -1.85464 0.69550  C8 1.080

Results
spin multiplicity	1
LUMO energy	-0.26	eV
net charge	0
HOMO-LUMO gap	8.0	eV
E_HOMO	-8.2249	eV

Here are the Löwdin charges for atoms 1 to 4, given in e: number 1, C, carries -0.13; number 2, H, carries 0.11; number 3, N, carries -0.26; number 4, S, carries 0.62



Quick one: least stable of them? #x